# 1
{"formula": "C3H10N2O", "method": "ωB97M-V with the def2-TZVPD basis set", "symbols": ["C", "C", "O", "H", "H", "H", "H", "N", "C", "N", "H", "H", "H", "H", "H", "H"], "xyz": [[1.980, -0.613, 1.146], [1.998, 0.551, 0.517], [2.885, 1.213, -0.159], [1.000, -1.001, 1.548], [2.869, -1.087, 1.173], [0.988, 1.058, 0.760], [3.376, 1.940, 0.314], [-1.326, -0.981, -1.327], [-2.209, -0.840, -0.081], [-2.814, 0.510, -0.096], [-1.830, -0.839, -2.153], [-0.631, -0.244, -1.274], [-2.926, -1.676, 0.007], [-1.417, -0.841, 0.696], [-3.799, 0.556, 0.111], [-2.344, 1.138, 0.549]], "smiles": "C=CO.NCN", "homo_energy_ev": -8.89, "orbital_gap_ev": 9.5664, "relative_energy_kcal_mol": 68.5}

# 2
{"formula": "C3H10N2O", "method": "ωB97M-V with the def2-TZVPD basis set", "symbols": ["C", "N", "C", "O", "H", "H", "H", "H", "H", "C", "N", "H", "H", "H", "H", "H"], "xyz": [[-0.423, -0.949, 1.777], [0.705, -0.184, 1.293], [1.426, -0.586, 0.125], [1.166, -1.581, -0.537], [-0.617, -1.822, 1.151], [-0.235, -1.263, 2.807], [-1.306, -0.306, 1.751], [1.158, 0.454, 1.936], [2.394, -0.061, 0.066], [-1.069, 0.700, -1.764], [0.014, 1.402, -1.091], [-1.033, 0.856, -2.845], [-2.035, 1.039, -1.381], [-0.992, -0.375, -1.582], [0.846, 1.420, -1.678], [0.002, 1.257, -0.030]], "smiles": "CNC=O.CN", "homo_energy_ev": -8.47, "orbital_gap_ev": 9.3220, "relative_energy_kcal_mol": 34.0}

# 3
{"formula": "C3H10N2O", "method": "ωB97M-V with the def2-TZVPD basis set", "symbols": ["C", "C", "N", "H", "H", "H", "H", "H", "N", "C", "O", "H", "H", "H", "H", "H"], "xyz": [[0.941, -1.317, -2.076], [1.480, -0.110, -1.958], [1.768, 0.538, -0.748], [0.945, -1.958, -2.945], [0.460, -1.808, -1.232], [1.870, 0.512, -2.761], [0.991, 0.486, -0.082], [2.122, 1.476, -0.823], [-2.038, -0.314, 1.219], [-0.904, 0.290, 1.812], [-0.710, 1.641, 1.310], [-1.903, -0.659, 0.282], [-2.605, -0.951, 1.750], [-0.943, 0.377, 2.903], [0.035, -0.260, 1.684], [-1.508, 2.058, 1.663]], "smiles": "C=CN.NCO", "homo_energy_ev": -8.22, "orbital_gap_ev": 9.1189, "relative_energy_kcal_mol": 44.9}

# 4
{"formula": "C3H10N2O", "method": "ωB97M-V with the def2-TZVPD basis set", "symbols": ["C", "C", "N", "H", "H", "H", "H", "H", "H", "H", "N", "C", "O", "H", "H", "H"], "xyz": [[-1.227, 1.234, -0.299], [-0.980, -1.028, 0.558], [-0.348, 0.273, 0.365], [0.562, 0.812, 1.257], [-0.705, 2.187, -0.385], [-0.329, -1.662, 1.156], [-1.512, 0.892, -1.300], [-2.131, 1.382, 0.293], [-1.173, -1.522, -0.401], [-1.926, -0.899, 1.084], [1.627, -1.083, -0.429], [1.119, 0.241, -0.250], [1.681, 0.936, 0.774], [1.853, -1.301, -1.389], [2.418, -1.244, 0.181], [1.072, 0.782, -1.214]], "homo_energy_ev": -9.02, "orbital_gap_ev": 9.9704, "relative_energy_kcal_mol": 51.5}

# 5
{"formula": "C3H10N2O", "method": "ωB97M-V with the def2-TZVPD basis set", "symbols": ["N", "C", "O", "H", "H", "H", "H", "C", "C", "N", "H", "H", "H", "H", "H", "H"], "xyz": [[-0.639, -2.127, -1.025], [-0.422, -1.453, 0.302], [0.761, -0.889, 0.435], [0.261, -2.454, -1.362], [-1.267, -2.923, -0.980], [-1.315, -0.765, 0.344], [-0.641, -2.244, 1.064], [0.263, 1.971, 1.090], [-0.510, 1.160, -0.620], [0.741, 1.548, -0.300], [1.141, 2.254, 1.691], [-0.200, 1.146, 1.637], [-0.329, 2.885, 0.994], [-1.149, 1.934, -1.052], [-0.619, 0.212, -1.160], [1.247, 0.635, -0.221]], "homo_energy_ev": -7.81, "orbital_gap_ev": 6.3252, "relative_energy_kcal_mol": 134.5}

# 6
{"formula": "C3H10N2O", "method": "ωB97M-V with the def2-TZVPD basis set", "symbols": ["N", "C", "O", "H", "H", "H", "C", "N", "C", "H", "H", "H", "H", "H", "H", "H"], "xyz": [[-2.512, -0.635, 0.520], [-1.812, -0.975, -0.593], [-2.003, -0.307, -1.617], [-2.506, -1.168, 1.324], [-2.696, 0.371, 0.605], [-1.351, -1.944, -0.735], [0.708, 0.911, -0.813], [0.903, 0.801, 0.616], [2.058, -0.006, 0.804], [0.426, 0.041, -1.452], [1.515, 1.543, -1.267], [-0.226, 1.412, -0.939], [0.117, 0.278, 1.053], [2.880, 0.566, 0.304], [2.428, 0.165, 1.831], [2.073, -1.052, 0.357]], "smiles": "NC=O.CNC", "homo_energy_ev": -9.10, "orbital_gap_ev": 9.9105, "relative_energy_kcal_mol": 43.5}

# 7
{"formula": "C3H10N2O", "method": "ωB97M-V with the def2-TZVPD basis set", "symbols": ["C", "C", "C", "N", "N", "O", "H", "H", "H", "H", "H", "H", "H", "H", "H", "H"], "xyz": [[0.269, -0.095, -1.407], [-0.108, -0.666, -0.061], [-0.798, -0.044, 2.192], [-0.280, 0.409, 0.904], [-0.396, 0.982, -1.775], [0.935, -0.783, -2.302], [1.913, -0.559, -1.689], [0.630, 0.848, 1.024], [2.247, 0.086, -0.753], [-0.215, 1.392, -2.678], [-0.911, 1.485, -1.063], [0.635, -1.421, 0.212], [-1.073, -1.173, -0.199], [-0.845, 0.802, 2.877], [-1.812, -0.429, 2.063], [-0.191, -0.834, 2.657]], "homo_energy_ev": -7.71, "orbital_gap_ev": 8.4589, "relative_energy_kcal_mol": 86.6}

# 8
{"formula": "C3H10N2O", "method": "ωB97M-V with the def2-TZVPD basis set", "symbols": ["H", "N", "C", "N", "C", "H", "H", "H", "H", "H", "C", "O", "H", "H", "H", "H"], "xyz": [[0.392, -2.195, 0.828], [0.105, -1.237, 0.555], [1.236, -0.598, 0.372], [1.329, 0.586, -0.284], [2.602, 1.011, -0.877], [2.176, -1.070, 0.714], [0.434, 0.743, -0.831], [2.474, 2.045, -1.134], [3.358, 0.798, -0.109], [2.903, 0.409, -1.729], [-3.144, -0.028, 0.575], [-2.179, -0.079, -0.498], [-2.691, -0.184, 1.572], [-3.591, 1.004, 0.530], [-4.037, -0.674, 0.440], [-1.369, -0.531, -0.123]], "smiles": "[H]/N=C/NC.CO", "homo_energy_ev": -9.26, "orbital_gap_ev": 10.1178, "relative_energy_kcal_mol": 37.1}

Q: Which formula does entry 3 have?
A: C3H10N2O

Q: Which formula does entry 7 have?
A: C3H10N2O